Record 1
ORCA calculation (wB97M-V/def2-TZVPD) on C17H12ClN3O4S in the gas phase in a non-equilibrium geometry.

Positions of all 38 atoms, in Å:
N1 0.29239 -2.34570 1.81625
C1 -1.02108 -2.29093 3.93783
C2 0.08358 1.14788 -5.28145
C3 -2.18338 -0.45106 0.25807
H1 -1.98816 -2.05280 3.58561
C4 -1.33911 -0.19461 -0.82439
S1 0.23750 -1.04142 -0.54254
C5 1.15761 -3.47424 5.14133
N2 2.19006 3.50868 -3.29002
C6 1.29985 2.44722 -3.58523
C7 -1.09851 -2.53491 5.34338
C8 1.23308 -3.36416 3.80125
O1 -2.86852 0.48692 0.61352
C9 -0.46602 -1.56025 1.00448
H2 -0.46414 3.95004 -1.46435
Cl1 2.72473 -3.88304 2.99070
H3 -2.51873 1.23038 -1.97482
H4 -1.65046 0.12872 -4.73358
H5 0.79836 3.88645 -0.15317
H6 0.13300 -3.29871 6.94684
H7 1.96775 -3.99987 5.69693
H8 0.08555 0.80918 -6.31275
C10 1.14385 1.98093 -4.91981
H9 -1.96491 -2.25465 5.84042
C11 0.17909 -2.69584 3.20116
C12 -1.60674 0.67410 -1.89521
C13 -0.86429 0.76214 -4.31276
N3 -1.80814 -1.29563 1.26971
C14 -0.62022 0.96874 -2.93201
O2 0.73089 2.16916 -1.26167
H10 1.96487 2.32872 -5.56548
C15 0.07077 -3.10417 5.86740
H11 -0.78057 2.85958 -0.10880
C16 0.04053 3.30580 -0.72976
O3 2.91579 3.48781 -2.21081
H12 1.23061 -2.60282 1.47491
O4 2.29367 4.46723 -4.07652
C17 0.46944 1.84513 -2.61463

Results
2S+1: 1
HOMO-LUMO gap (eV): 7.7
E (eV): -53835.18465

Löwdin atomic charge list, values in e, 2 entries:
1. N 0.048
2. C 0.024

=====

Record 2
ORCA calculation (wB97M-V/def2-TZVPD) on a gas-phase ion, C17H12F12N3O5S (charge +1) in a non-equilibrium geometry.

Positions of all 50 atoms, in Å:
H1 0.09907 -4.75285 2.07420
C1 2.96168 -1.78834 -2.43595
N1 -1.49815 0.07674 -0.48054
C2 -0.13057 2.14246 -0.56004
H2 0.25079 -3.01850 1.85142
F1 1.97909 -0.44195 -0.71463
C3 4.43062 -1.31142 -2.17092
O1 -4.82701 -0.99566 0.81631
H3 3.15300 3.79108 0.55567
N2 -1.90525 -1.71854 0.63598
H4 -5.65952 1.29308 0.35276
H5 -0.54983 -3.66877 3.30052
C4 -3.00060 0.29910 1.55822
F2 -1.63686 1.48876 -2.25647
H6 -3.43472 -2.91980 1.50899
F3 -2.46953 2.11145 -0.37672
C5 1.91750 -0.72444 -2.01688
S1 0.17941 -1.20066 -2.52285
F4 5.20286 -2.37730 -2.36664
C6 -4.46001 0.08285 1.15078
C7 -0.87493 -1.03287 -1.06509
C8 -1.42826 1.47741 -0.95364
F5 2.05692 2.00224 3.20904
O2 -0.23806 -0.37086 -3.59964
F6 2.85674 -2.02707 -3.73848
O3 0.21876 -2.59920 -2.78388
F7 4.59722 -0.90045 -0.92628
F8 2.33208 4.13428 2.95598
H7 -2.90324 -0.13707 2.54991
C9 -2.14237 -0.41741 0.58217
H8 -0.59517 2.02469 1.55362
F9 2.20899 0.38338 -2.70840
C10 -0.40187 -3.80714 2.22949
F10 2.77718 -2.90154 -1.72509
C11 1.28905 2.94786 1.20921
O4 -1.63990 -3.85822 1.53279
H9 0.56886 2.39651 -2.56360
C12 0.78441 2.55585 -1.51956
H10 -2.19914 -2.27367 2.63518
C13 0.10757 2.34381 0.79989
H11 2.69580 3.45544 -1.84341
F11 4.79512 -0.38341 -3.03354
O5 -5.25943 1.15407 1.22399
H12 -2.78459 1.35312 1.64885
N3 -1.12702 -2.09901 -0.39028
C14 -2.38286 -2.71763 1.65466
C15 1.52871 3.12041 2.68514
F12 0.36567 3.31727 3.33073
C16 1.97300 3.15126 -1.10554
C17 2.21876 3.34068 0.25255

Results
Charge: +1
2S+1: 1
HOMO-LUMO gap (eV): 9.5
E (eV): -75968.38182

Löwdin atomic charge list, values in e, 2 entries:
1. H 0.103
2. C -0.406

=====

Record 3
ORCA calculation (wB97M-V/def2-TZVPD) on a molecular structure, C17H12IrN3O4 in a non-equilibrium geometry.

Positions of all 37 atoms, in Å:
H1 0.33570 2.48460 -2.90090
O1 -0.96200 7.55480 1.26240
O2 -1.71030 1.32190 -0.48250
N1 -0.02750 0.31120 2.27710
N2 0.77140 2.19720 0.44520
H2 -3.45900 3.04420 -0.91950
C1 0.23980 1.56970 2.72380
C2 -0.22120 4.99950 0.84580
C3 -2.56310 4.80150 -0.15410
C4 -0.13320 -0.69780 3.13780
C5 0.33410 2.64270 1.70490
H3 -0.57420 4.16180 2.84910
H4 -0.36140 -1.68480 2.73850
H5 1.51650 4.49920 -0.22940
H6 -0.04190 -1.38210 5.17430
C6 -2.51560 3.47800 -0.59030
C7 -1.60130 5.48220 0.53710
C8 0.28680 3.16210 -2.06960
C9 0.43440 4.41160 -0.41160
O3 -3.07580 7.16130 0.93290
H7 0.37940 0.92440 6.05180
H8 0.33920 5.87130 1.23670
C10 0.36990 1.80920 4.09200
H9 0.34640 5.34400 -2.58450
C11 0.29850 4.50400 -1.91370
C12 -1.44750 2.54230 -0.52510
Ir1 -0.54040 -0.34590 0.20230
C13 0.05120 2.92610 -0.58730
C14 1.72000 1.20080 0.22640
C15 0.26450 0.75250 4.98750
C16 0.02720 -0.52940 4.51090
N3 -1.91620 6.91370 0.96030
H10 -3.50860 5.32040 -0.31870
H11 2.67790 1.28790 0.76150
C17 -0.17750 3.89780 1.87930
H12 0.57440 2.80750 4.45010
O4 1.47180 0.27000 -0.51810

Results
Charge: +3
2S+1: 2
HOMO-LUMO gap (alpha / beta) (eV): 5.1 / 5.1
E (eV): -33281.03037
<S²>: 0.8062

Löwdin atomic charge list, values in e, 2 entries:
1. H 0.148
2. O 0.194

=====

Record 4
ORCA calculation (wB97M-V/def2-TZVPD) on C17H12N4O2S2 in the gas phase in a non-equilibrium geometry.

Positions of all 37 atoms, in Å:
C1 -1.50909 -1.88891 -2.99925
C2 -1.24100 2.07037 -3.09203
N1 -1.79856 3.31973 -2.87748
H1 -2.36001 -1.40633 -2.53821
C3 1.91402 0.81061 2.51320
H2 -1.71739 -2.17690 -4.03404
H3 -1.66645 -3.95652 -2.63262
H4 0.31522 -3.10065 1.58663
N2 0.34108 -2.24291 1.07165
C4 0.88020 -1.05950 1.52183
C5 1.56727 -0.51841 2.69810
C6 -0.75624 -3.21249 -1.00833
H5 1.56900 -2.15090 4.12954
S1 -1.32015 2.26491 -0.55537
C7 0.70342 -0.12552 0.54496
O1 -1.03349 1.79429 -4.24257
C8 2.77455 0.93812 4.73412
H6 0.67114 -1.48850 -3.04950
C9 -0.30269 -0.95758 -3.03239
C10 0.01476 -0.71667 -0.58686
C11 -0.16978 -2.09335 -0.25206
N3 -2.46283 4.66848 -1.29758
H7 2.51925 -0.80411 5.95435
C12 2.55934 1.53373 3.48912
H8 2.95388 2.53821 3.28593
C13 -0.42839 -0.05028 -1.84608
N4 -1.22255 -3.11399 -2.30040
C14 1.82227 -1.14060 3.92417
C15 -0.90162 1.24803 -1.91364
C16 -1.89773 3.50007 -1.62994
H9 -0.20580 -0.44171 -3.99279
O2 -0.73996 -4.36982 -0.61881
C17 2.38882 -0.37330 4.95559
H10 -3.11229 4.98513 -2.03440
S2 1.42522 1.44924 0.93882
H11 3.21861 1.57234 5.52626
H12 -2.79203 4.69573 -0.33997

Results
2S+1: 1
HOMO-LUMO gap (eV): 7.8
E (eV): -49549.90177

Löwdin atomic charge list, values in e, 2 entries:
1. C -0.162
2. C -0.519

=====

Please write out number 1 again, unchanged.
ORCA calculation (wB97M-V/def2-TZVPD) on C17H12ClN3O4S in the gas phase in a non-equilibrium geometry.

Positions of all 38 atoms, in Å:
N1 0.29239 -2.34570 1.81625
C1 -1.02108 -2.29093 3.93783
C2 0.08358 1.14788 -5.28145
C3 -2.18338 -0.45106 0.25807
H1 -1.98816 -2.05280 3.58561
C4 -1.33911 -0.19461 -0.82439
S1 0.23750 -1.04142 -0.54254
C5 1.15761 -3.47424 5.14133
N2 2.19006 3.50868 -3.29002
C6 1.29985 2.44722 -3.58523
C7 -1.09851 -2.53491 5.34338
C8 1.23308 -3.36416 3.80125
O1 -2.86852 0.48692 0.61352
C9 -0.46602 -1.56025 1.00448
H2 -0.46414 3.95004 -1.46435
Cl1 2.72473 -3.88304 2.99070
H3 -2.51873 1.23038 -1.97482
H4 -1.65046 0.12872 -4.73358
H5 0.79836 3.88645 -0.15317
H6 0.13300 -3.29871 6.94684
H7 1.96775 -3.99987 5.69693
H8 0.08555 0.80918 -6.31275
C10 1.14385 1.98093 -4.91981
H9 -1.96491 -2.25465 5.84042
C11 0.17909 -2.69584 3.20116
C12 -1.60674 0.67410 -1.89521
C13 -0.86429 0.76214 -4.31276
N3 -1.80814 -1.29563 1.26971
C14 -0.62022 0.96874 -2.93201
O2 0.73089 2.16916 -1.26167
H10 1.96487 2.32872 -5.56548
C15 0.07077 -3.10417 5.86740
H11 -0.78057 2.85958 -0.10880
C16 0.04053 3.30580 -0.72976
O3 2.91579 3.48781 -2.21081
H12 1.23061 -2.60282 1.47491
O4 2.29367 4.46723 -4.07652
C17 0.46944 1.84513 -2.61463

Results
2S+1: 1
HOMO-LUMO gap (eV): 7.7
E (eV): -53835.18465

Löwdin atomic charge list, values in e, 2 entries:
1. N 0.048
2. C 0.024

=====

> Number 3 is which compound?

C17H12IrN3O4

=====

> Which formula does entry 2 have?

C17H12F12N3O5S

=====

Please write out number 2 again, unchanged.
ORCA calculation (wB97M-V/def2-TZVPD) on a gas-phase ion, C17H12F12N3O5S (charge +1) in a non-equilibrium geometry.

Positions of all 50 atoms, in Å:
H1 0.09907 -4.75285 2.07420
C1 2.96168 -1.78834 -2.43595
N1 -1.49815 0.07674 -0.48054
C2 -0.13057 2.14246 -0.56004
H2 0.25079 -3.01850 1.85142
F1 1.97909 -0.44195 -0.71463
C3 4.43062 -1.31142 -2.17092
O1 -4.82701 -0.99566 0.81631
H3 3.15300 3.79108 0.55567
N2 -1.90525 -1.71854 0.63598
H4 -5.65952 1.29308 0.35276
H5 -0.54983 -3.66877 3.30052
C4 -3.00060 0.29910 1.55822
F2 -1.63686 1.48876 -2.25647
H6 -3.43472 -2.91980 1.50899
F3 -2.46953 2.11145 -0.37672
C5 1.91750 -0.72444 -2.01688
S1 0.17941 -1.20066 -2.52285
F4 5.20286 -2.37730 -2.36664
C6 -4.46001 0.08285 1.15078
C7 -0.87493 -1.03287 -1.06509
C8 -1.42826 1.47741 -0.95364
F5 2.05692 2.00224 3.20904
O2 -0.23806 -0.37086 -3.59964
F6 2.85674 -2.02707 -3.73848
O3 0.21876 -2.59920 -2.78388
F7 4.59722 -0.90045 -0.92628
F8 2.33208 4.13428 2.95598
H7 -2.90324 -0.13707 2.54991
C9 -2.14237 -0.41741 0.58217
H8 -0.59517 2.02469 1.55362
F9 2.20899 0.38338 -2.70840
C10 -0.40187 -3.80714 2.22949
F10 2.77718 -2.90154 -1.72509
C11 1.28905 2.94786 1.20921
O4 -1.63990 -3.85822 1.53279
H9 0.56886 2.39651 -2.56360
C12 0.78441 2.55585 -1.51956
H10 -2.19914 -2.27367 2.63518
C13 0.10757 2.34381 0.79989
H11 2.69580 3.45544 -1.84341
F11 4.79512 -0.38341 -3.03354
O5 -5.25943 1.15407 1.22399
H12 -2.78459 1.35312 1.64885
N3 -1.12702 -2.09901 -0.39028
C14 -2.38286 -2.71763 1.65466
C15 1.52871 3.12041 2.68514
F12 0.36567 3.31727 3.33073
C16 1.97300 3.15126 -1.10554
C17 2.21876 3.34068 0.25255

Results
Charge: +1
2S+1: 1
HOMO-LUMO gap (eV): 9.5
E (eV): -75968.38182

Löwdin atomic charge list, values in e, 2 entries:
1. H 0.103
2. C -0.406